1.
A 3-piece molecular cluster, C23H45BBrF3N3O overall at a distorted geometry. Source: OMol25; level of theory: ωB97M-V/def2-TZVPD.

Last column: Löwdin charge in e.
Geometry (Å):
C 3.4039 -4.2878 -4.6118  -0.106
C 2.6748 -3.1330 -5.3606  -0.319
C 1.7906 -3.6088 -6.5276  -0.619
Br 2.8501 -3.4155 -8.2017  0.578
B 0.3316 -2.8465 -6.6911  -0.586
C 0.2833 -1.3036 -6.1014  -0.092
C -0.5095 -1.1298 -4.8154  -0.299
O -0.0752 -1.9738 -3.7615  -0.005
C -0.3235 0.2998 -4.2779  -0.594
F 0.9343 0.4608 -3.8270  0.132
F -0.5752 1.2500 -5.1721  0.150
F -1.1072 0.5295 -3.1952  0.101
C -0.8784 -3.7908 -6.1120  -0.158
C -2.1186 -3.7338 -6.6894  -0.065
C -3.1292 -4.5387 -6.2398  -0.100
C -2.8676 -5.3968 -5.2190  -0.211
N -1.7005 -5.4919 -4.6026  0.058
C -0.7503 -4.6880 -5.0792  -0.145
H 2.9303 -4.4391 -3.6431  0.058
H 3.2870 -5.2170 -5.1647  0.060
H 4.4472 -4.0358 -4.4451  0.055
H 3.4536 -2.5018 -5.7772  0.064
H 2.1277 -2.5563 -4.6205  0.083
H 1.6559 -4.6792 -6.4056  0.049
H 0.1036 -2.7696 -7.8882  0.070
H 1.2619 -0.8383 -5.9756  0.102
H -0.2257 -0.6922 -6.8478  0.096
H -1.5859 -1.2242 -4.9733  0.156
H -0.7860 -2.5869 -3.5618  0.092
H -2.3184 -3.0695 -7.5198  0.111
H -4.1155 -4.5331 -6.6771  0.092
H -3.6663 -6.0529 -4.8818  0.089
H 0.2225 -4.7598 -4.6022  0.110
C -2.1954 0.0370 3.4747  -0.087
C -2.3295 1.1987 2.5007  -0.273
N -1.0579 1.6894 2.0082  -0.204
C -1.1714 2.9441 1.2845  -0.255
C -1.9605 2.9547 -0.0310  -0.080
C -0.1857 0.6961 1.4009  -0.252
C -0.7154 -0.0826 0.1912  -0.070
H -1.5634 0.3072 4.3230  0.058
H -3.1794 -0.2348 3.8601  0.072
H -1.7766 -0.8508 3.0002  0.067
H -2.8263 2.0195 3.0270  0.116
H -3.0054 0.8941 1.6862  0.100
H -0.1643 3.3275 1.0956  0.110
H -1.6320 3.6720 1.9626  0.106
H -1.4000 2.5024 -0.8472  0.056
H -2.1681 3.9869 -0.3234  0.069
H -2.9191 2.4428 0.0566  0.066
H 0.0966 -0.0235 2.1755  0.098
H 0.7548 1.1824 1.1282  0.112
H -1.7490 -0.4063 0.3251  0.071
H -0.1138 -0.9811 0.0415  0.078
H -0.6497 0.4946 -0.7272  0.044
C 1.8622 4.8855 8.3738  -0.095
C 1.8277 4.3538 6.9483  -0.279
N 1.9946 2.9163 6.8624  -0.200
C 2.2139 2.4457 5.5023  -0.244
C 1.0804 2.6198 4.4854  -0.082
C 1.0704 2.1266 7.6568  -0.249
C -0.4331 2.2926 7.3926  -0.079
H 2.7894 4.6022 8.8744  0.078
H 1.8041 5.9750 8.3608  0.070
H 1.0226 4.5237 8.9688  0.062
H 2.6489 4.8208 6.3982  0.117
H 0.8965 4.6965 6.4699  0.100
H 2.4949 1.3896 5.5415  0.112
H 3.1000 2.9611 5.1170  0.108
H 0.2820 1.8968 4.6345  0.041
H 1.4621 2.4555 3.4764  0.068
H 0.6504 3.6219 4.5089  0.070
H 1.2565 2.3481 8.7113  0.097
H 1.3373 1.0722 7.5494  0.114
H -0.7180 3.3383 7.2681  0.067
H -0.9988 1.9028 8.2423  0.070
H -0.7580 1.7391 6.5134  0.046

Properties
HOMO-LUMO gap: 7.5 eV
Electronic energy: -109971.9251 eV
Net charge: -1

***

2.
C23H45Cl3N2O6PSiTm as an isolated structure at a distorted geometry. Source: OMol25; level of theory: ωB97M-V/def2-TZVPD.

Last column: Mulliken spin population.
Geometry (Å):
C 4.0075 3.0091 -2.6942  0.015
C 3.1502 3.0490 -1.4689  0.031
H 4.9560 3.5386 -2.5291  -0.008
H 3.4719 3.4868 -3.5309  -0.001
H 4.2346 1.9839 -2.9958  0.006
C 3.0488 4.2553 -0.7600  0.569
C 3.4477 5.5750 -1.2985  -0.012
H 2.8939 4.2660 0.2938  0.099
H 2.8589 5.8757 -2.1668  0.031
H 4.5058 5.6411 -1.5869  0.036
H 3.3064 6.3253 -0.5137  0.001
Tm -1.7160 -0.9509 -0.2011  1.049
Cl 0.7030 -1.8460 0.5608  0.001
Cl -3.8422 -0.6379 -1.4215  -0.001
H -4.7026 -5.2666 -0.1498  0.000
H -3.0239 -6.9960 0.5081  0.000
C -4.0073 -4.8185 -0.8704  0.000
C -2.4051 -6.6095 -0.3017  0.000
N -2.6521 -5.1924 -0.4688  -0.001
H -4.0916 -3.7297 -0.8940  0.000
C -1.6974 -4.2875 -0.3317  -0.005
O -1.9516 -3.0529 -0.4016  0.006
H -1.3549 -6.7808 -0.0780  0.000
H -0.6703 -4.6453 -0.1565  -0.001
H -4.2141 -5.2480 -1.8611  0.000
H -2.6850 -7.1327 -1.2160  0.000
H -1.3033 2.7331 -1.5581  -0.001
H -0.9552 4.7403 1.2878  0.002
C -2.2437 2.9323 -1.0301  0.002
C -1.9613 4.4491 0.9488  -0.001
N -1.9678 3.0849 0.4087  -0.006
H -2.9508 2.1138 -1.1964  0.000
C -1.7718 2.0492 1.2210  -0.013
O -2.0054 0.8423 0.9046  0.003
H -2.6486 4.5047 1.8052  0.000
H -1.3860 2.3087 2.2082  -0.005
H -2.6533 3.8793 -1.3930  0.000
H -2.2911 5.1435 0.1644  0.001
O 1.9846 2.1094 -1.6867  0.123
C 2.8833 1.7545 -0.6617  0.087
C 1.7104 2.7753 1.4502  0.048
C 2.4601 1.7847 0.7627  -0.041
H 1.2493 3.6296 0.9285  -0.005
C 1.6298 2.7425 2.8431  -0.007
H 3.5013 0.9029 -0.9423  0.001
C 2.9699 0.7008 1.5114  0.011
H 1.1683 3.5724 3.3815  0.001
C 2.1899 1.6861 3.5779  0.004
C 2.8392 0.6510 2.8912  -0.003
H 3.5171 -0.0644 0.9524  0.002
H 2.1798 1.6950 4.6739  0.000
H 3.2829 -0.1898 3.4241  0.000
Si 0.6367 -0.3504 -3.5333  -0.001
Cl -0.2160 0.4731 -1.5129  -0.004
C -0.7939 -0.2507 -4.7356  -0.002
C 0.8248 -2.1737 -3.0788  -0.003
C 2.1533 0.4436 -4.1791  -0.002
H -1.6259 0.3714 -4.3918  0.000
H -1.1743 -1.2643 -4.9205  -0.001
H -0.4219 0.1479 -5.6886  0.000
H 2.0011 1.5210 -4.3523  0.001
H 2.3216 -0.0607 -5.1496  0.000
H 3.0150 0.2564 -3.5207  0.000
H 1.3313 -2.3299 -2.1126  0.000
H 1.4244 -2.6299 -3.8858  0.000
H -0.1563 -2.6866 -3.0474  0.000
C 0.0307 -4.2050 2.7458  0.000
O -1.1454 -3.3782 2.6267  0.000
P -0.9668 -1.7815 2.6947  -0.002
O -2.4173 -1.2796 3.2794  0.001
C -3.6047 -1.6589 2.5315  -0.003
O 0.0353 -1.5081 3.9251  0.000
C -0.3104 -0.5438 4.9507  0.000
H 0.9049 -3.7466 2.2557  0.000
H -0.2015 -5.1514 2.2383  0.000
H 0.2428 -4.3910 3.8075  0.000
H -3.6191 -1.2660 1.4923  0.000
H -3.6952 -2.7530 2.5050  0.000
H -4.4465 -1.2202 3.0717  0.000
H -1.0842 -0.9637 5.6063  0.000
H 0.6088 -0.3712 5.5184  0.000
H -0.6491 0.4087 4.5162  0.000

Properties
HOMO-LUMO gap (alpha / beta): 5.7 / 3.8 eV
Electronic energy: -124111.6509 eV
Multiplicity: 3
Energy above the lowest of the compared OMol25 structures with the same formula, charge and spin: 116.4 kcal/mol